No. 1
The following is a DFT calculation (ωB97M-V with the def2-TZVPD basis set) of an isolated molecule of C20H27NO5S2.

The geometry in XYZ format:
```
55
C20H27NO5S2 (ωB97M-V with the def2-TZVPD basis set)
C -1.101 2.545 -3.232
C 0.391 2.790 -3.430
C 1.152 2.941 -2.112
C 1.323 1.608 -1.403
H 0.363 1.160 -1.155
H 1.895 0.915 -2.022
S 2.253 1.755 0.159
C 0.883 2.209 1.285
C 1.298 2.019 2.738
C 0.088 1.982 3.683
N -0.768 0.856 3.395
C -0.568 -0.361 3.955
O 0.120 -0.568 4.938
C -1.229 -1.441 3.191
C -1.051 -2.802 3.206
C -1.683 -3.294 2.043
C -2.210 -2.203 1.404
C -2.875 -2.004 0.107
H -2.898 -2.903 -0.499
H -3.875 -1.583 0.201
S -1.983 -0.714 -0.882
O -2.861 -0.398 -1.976
O -1.596 0.385 -0.034
C -0.511 -1.467 -1.580
C -0.503 -1.689 -2.942
C 0.637 -2.172 -3.560
C 1.765 -2.411 -2.793
C 1.763 -2.188 -1.427
C 0.613 -1.717 -0.791
O 0.501 -1.489 0.532
C 1.662 -1.614 1.334
H 2.039 -2.641 1.324
H 2.440 -0.920 1.004
H 1.352 -1.362 2.346
H 2.662 -2.373 -0.862
H 2.668 -2.773 -3.262
H 0.648 -2.347 -4.623
H -1.399 -1.454 -3.495
O -1.954 -1.091 2.107
H -1.738 -4.313 1.721
H -0.520 -3.362 3.947
H -1.269 0.880 2.518
H 0.435 1.869 4.712
H -0.497 2.901 3.594
H 1.842 1.079 2.839
H 1.969 2.825 3.041
H 0.608 3.246 1.088
H 0.055 1.555 1.013
H 0.615 3.636 -1.463
H 2.142 3.362 -2.307
H 0.827 1.968 -4.003
H 0.522 3.705 -4.013
H -1.549 3.369 -2.682
H -1.600 2.468 -4.195
H -1.291 1.627 -2.682
```

Its total charge is 0. The value obtained for the energy relative to the best compared isomer or geometry (same formula, charge and spin) is 17.1 kJ/mol. For the HOMO energy, the calculation gives -8.35 eV. The LUMO energy is 0.0160 Eh. Its SMILES is CCCCSCCCNC(=O)c1ccc(CS(=O)(=O)c2ccccc2OC)o1.

---

No. 2
The following is a DFT calculation (ωB97M-V with the def2-TZVPD basis set) of a structure of composition C20H28BClNO10PbS2.

The geometry in XYZ format:
```
64
C20H28BClNO10PbS2 (ωB97M-V with the def2-TZVPD basis set)
Pb 0.191 0.005 -0.192
C -1.659 -5.466 -1.847
C -2.220 -4.150 -1.321
S -1.024 -3.334 -0.242
O -1.068 -1.857 -0.711
C -1.873 -3.350 1.343
C -3.191 -2.594 1.366
H -2.369 -5.904 -2.547
H -1.496 -6.182 -1.042
H -0.714 -5.317 -2.369
H -3.146 -4.301 -0.770
H -2.391 -3.426 -2.117
H -1.157 -2.888 2.024
H -1.971 -4.406 1.605
H -3.055 -1.574 1.012
H -3.548 -2.544 2.394
H -3.962 -3.075 0.766
O -0.448 1.188 3.653
Cl 0.251 0.223 2.899
O 0.910 -0.759 3.675
O -0.700 -0.463 1.949
O 1.212 0.874 1.973
C -4.667 6.554 -4.226
C -3.148 6.520 -4.004
C -2.654 7.917 -3.601
C -2.481 6.133 -5.324
C -2.824 5.531 -2.884
C -3.413 5.710 -1.623
C -3.199 4.852 -0.552
C -2.356 3.794 -0.790
O -1.971 2.757 0.079
B -1.160 2.013 -0.698
O -0.962 2.451 -1.967
C -1.757 3.613 -2.015
C -1.963 4.452 -3.084
H -4.902 7.214 -5.062
H -5.200 6.923 -3.350
H -5.047 5.558 -4.462
H -2.865 8.629 -4.401
H -1.577 7.912 -3.424
H -3.146 8.273 -2.695
H -2.763 6.853 -6.092
H -2.801 5.145 -5.664
H -1.391 6.144 -5.247
H -4.071 6.554 -1.469
H -3.669 5.007 0.409
H -1.473 4.266 -4.028
N 2.988 0.338 -0.169
C 3.020 1.518 -0.885
C 3.287 1.487 -2.274
C 3.270 2.638 -2.994
C 2.956 3.903 -2.357
C 2.693 3.899 -0.933
C 2.703 2.734 -0.230
S 4.799 6.344 -2.591
O 4.398 6.851 -1.310
O 5.776 5.291 -2.578
O 2.940 4.963 -3.009
H 3.511 -0.447 -0.529
H 2.998 0.426 0.840
H 3.527 0.543 -2.751
H 3.484 2.652 -4.054
H 2.504 4.851 -0.454
H 2.500 2.721 0.835
```

Its total charge is +1. The value obtained for the energy relative to the best compared isomer or geometry (same formula, charge and spin) is 0.0 kJ/mol. For the HOMO energy (alpha / beta), the calculation gives -10.91 / -11.54 eV. The LUMO energy (alpha / beta) is -0.2207 / -0.1758 Eh.

---

No. 3
The following is a DFT calculation (ωB97M-V with the def2-TZVPD basis set) of a structure of composition C20H28Cl2N7O2Rb.

The geometry in XYZ format:
```
60
C20H28Cl2N7O2Rb (ωB97M-V with the def2-TZVPD basis set)
Rb -0.660 2.110 0.441
N -0.395 4.873 -0.947
C 0.966 5.338 -1.215
C 1.940 4.871 -0.141
N 2.143 3.429 -0.091
C 2.687 2.906 -1.349
C 1.659 2.168 -2.205
N 1.281 0.912 -1.562
C 2.996 3.039 1.033
C 2.538 3.474 2.415
N 1.183 3.022 2.715
H -0.994 5.064 -1.741
H -0.786 5.385 -0.163
H 1.039 6.432 -1.268
H 1.268 4.960 -2.193
H 1.538 5.190 0.823
H 2.899 5.400 -0.294
H 3.495 2.205 -1.118
H 3.149 3.710 -1.938
H 2.073 2.032 -3.214
H 0.758 2.777 -2.300
H 2.064 0.269 -1.562
H 0.527 0.466 -2.070
H 4.025 3.416 0.894
H 3.045 1.946 1.026
H 2.568 4.562 2.505
H 3.284 3.089 3.122
H 0.914 3.334 3.640
H 1.152 2.006 2.737
Cl -4.407 -1.899 -0.046
C -4.765 -0.147 -0.217
Cl -5.567 0.141 -1.757
C -3.459 0.683 -0.029
O -2.763 0.895 -1.035
O -3.251 1.035 1.150
H -5.472 0.073 0.576
N -1.790 -4.030 -0.101
C -1.785 -5.284 -0.673
C -2.723 -5.976 -1.432
C -2.371 -7.245 -1.846
C -1.127 -7.809 -1.515
C -0.202 -7.117 -0.764
C -0.536 -5.830 -0.339
N 0.197 -4.924 0.402
C -0.577 -3.881 0.519
C -0.210 -2.642 1.209
C -1.166 -1.743 1.649
C -0.752 -0.539 2.193
N 0.531 -0.167 2.289
C 1.441 -1.079 1.919
C 1.125 -2.315 1.391
H -2.485 -3.310 -0.225
H -3.682 -5.544 -1.687
H -3.070 -7.820 -2.438
H -0.896 -8.809 -1.858
H 0.757 -7.544 -0.504
H -2.228 -1.947 1.578
H -1.495 0.181 2.509
H 2.478 -0.779 2.023
H 1.891 -3.014 1.083
```

Its total charge is 0. The value obtained for the energy relative to the best compared isomer or geometry (same formula, charge and spin) is 0.0 kJ/mol. For the HOMO energy, the calculation gives -8.34 eV. The LUMO energy is 0.0005 Eh.

---

No. 4
The following is a DFT calculation (ωB97M-V with the def2-TZVPD basis set) of a structure of composition C20H28ClCuN7.

The geometry in XYZ format:
```
57
C20H28ClCuN7 (ωB97M-V with the def2-TZVPD basis set)
Cu -0.310 0.613 -0.564
N 5.850 0.554 -0.397
C 4.459 0.585 -0.552
C 3.734 -0.598 -0.663
C 2.349 -0.534 -0.683
N 1.648 0.613 -0.564
C 2.370 1.740 -0.396
C 3.756 1.772 -0.364
H 6.298 -0.244 -0.838
H 6.313 1.428 -0.627
H 4.231 -1.559 -0.733
H 1.751 -1.434 -0.787
H 1.787 2.648 -0.272
H 4.269 2.712 -0.195
C -4.860 0.613 -0.564
C -3.398 0.613 -0.564
N -2.238 0.613 -0.564
H -5.249 1.635 -0.574
H -5.249 0.110 0.326
H -5.249 0.093 -1.445
Cl -2.229 4.631 4.836
C -1.677 4.064 3.270
C -2.373 4.423 2.110
C -1.935 3.972 0.861
C -0.794 3.158 0.765
C -0.310 2.665 -0.564
C -0.101 2.801 1.930
C -0.541 3.254 3.178
H -3.253 5.050 2.176
H -2.485 4.258 -0.027
H 0.724 3.028 -0.744
H -0.959 3.018 -1.394
H 0.780 2.174 1.872
H 0.001 2.973 4.073
C 0.409 -1.851 0.602
N 0.415 -3.308 0.610
C 1.061 -3.788 -0.603
N 0.346 -3.308 -1.778
C 0.341 -1.852 -1.770
N -0.310 -1.357 -0.564
C -1.679 -1.852 -0.525
N -1.688 -3.309 -0.524
C -0.959 -3.789 0.642
C -1.027 -3.790 -1.730
H 1.437 -1.463 0.613
H -0.042 -1.463 1.525
H 1.109 -4.886 -0.604
H 2.111 -3.467 -0.634
H -0.163 -1.464 -2.666
H 1.366 -1.463 -1.841
H -2.253 -1.465 -1.377
H -2.203 -1.464 0.359
H -0.981 -4.887 0.684
H -1.458 -3.468 1.566
H -1.579 -3.469 -2.624
H -1.052 -4.887 -1.770
H -0.310 0.613 1.091
```

Its total charge is 0. Its spin multiplicity is 2. For the HOMO energy (alpha / beta), the calculation gives -5.52 / -5.45 eV. Its expectation value of S² is 0.76. The LUMO energy (alpha / beta) is 0.0158 / 0.0158 Eh.

---

No. 5
The following is a DFT calculation (ωB97M-V with the def2-TZVPD basis set) of a structure of composition C20H28Cr.

The geometry in XYZ format:
```
49
C20H28Cr (ωB97M-V with the def2-TZVPD basis set)
Cr 0.322 -0.262 -0.332
C -1.813 -0.098 3.972
C -0.544 0.111 3.132
C 0.704 -0.171 3.959
C -0.629 -0.729 1.870
C 0.308 -1.713 1.531
C 0.152 -2.520 0.377
C -0.951 -2.384 -0.477
C -1.156 -3.278 -1.668
C -1.848 -1.344 -0.178
C -1.684 -0.531 0.955
H -1.735 0.474 4.895
H -1.930 -1.150 4.239
H -2.718 0.230 3.461
H -0.517 1.162 2.819
H 0.697 -1.188 4.357
H 0.732 0.507 4.810
H 1.630 -0.021 3.398
H 1.164 -1.883 2.169
H 0.896 -3.279 0.167
H -0.741 -2.835 -2.576
H -2.217 -3.446 -1.841
H -0.673 -4.242 -1.517
H -2.710 -1.196 -0.819
H -2.415 0.243 1.156
C -1.025 3.575 -1.386
C -0.672 2.456 -2.361
C -1.898 1.580 -2.642
C 0.509 1.616 -1.905
C 1.263 1.936 -0.763
C 2.299 1.111 -0.330
C 2.607 -0.084 -1.001
C 3.733 -0.965 -0.544
C 1.890 -0.377 -2.179
C 0.882 0.459 -2.627
H -1.901 4.110 -1.747
H -0.224 4.308 -1.281
H -1.269 3.183 -0.393
H -0.366 2.913 -3.309
H -2.167 0.998 -1.755
H -1.752 0.891 -3.474
H -2.755 2.205 -2.888
H 1.043 2.840 -0.213
H 2.869 1.380 0.551
H 4.644 -0.660 -1.063
H 3.556 -2.011 -0.789
H 3.918 -0.869 0.525
H 2.137 -1.272 -2.739
H 0.361 0.215 -3.544
```

Its total charge is +2. Its spin multiplicity is 5. For the HOMO energy (alpha / beta), the calculation gives -15.47 / -17.08 eV. Its expectation value of S² is 6.03. The LUMO energy (alpha / beta) is -0.2894 / -0.2975 Eh.

---

No. 6
The following is a DFT calculation (ωB97M-V with the def2-TZVPD basis set) of a structure of composition C20H28CsN7O7P2.

The geometry in XYZ format:
```
65
C20H28CsN7O7P2 (ωB97M-V with the def2-TZVPD basis set)
Cs -0.947 1.474 0.438
C 0.032 -0.100 -4.220
N -1.106 0.666 -3.749
C -1.184 2.024 -4.238
C -2.120 2.794 -3.358
N -2.360 2.488 -2.116
C -3.251 3.458 -1.662
C -3.858 3.608 -0.415
C -4.707 4.683 -0.241
C -4.963 5.591 -1.279
C -4.379 5.450 -2.524
C -3.522 4.369 -2.689
N -2.783 3.913 -3.769
C 0.254 -1.213 -3.243
N 0.077 -1.087 -1.959
C 0.335 -2.347 -1.427
C 0.249 -2.797 -0.110
C 0.520 -4.133 0.123
C 0.886 -5.004 -0.914
C 0.980 -4.570 -2.223
C 0.688 -3.231 -2.454
N 0.635 -2.471 -3.609
H 0.954 0.503 -4.288
H -0.156 -0.509 -5.217
H -1.052 0.671 -2.737
H -1.550 2.039 -5.269
H -0.206 2.535 -4.241
H -3.688 2.910 0.396
H -5.188 4.827 0.717
H -5.636 6.419 -1.101
H -4.583 6.148 -3.325
H -2.762 4.307 -4.693
H -0.016 -2.124 0.697
H 0.449 -4.519 1.132
H 1.093 -6.041 -0.684
H 1.254 -5.245 -3.023
H 0.772 -2.793 -4.550
O -2.717 0.688 2.807
P -1.930 1.709 3.802
O -2.822 2.227 4.831
O -1.063 2.598 2.937
O -0.828 0.629 4.470
P 0.370 0.133 3.569
O 1.270 1.413 3.287
O 1.208 -0.788 4.484
O -0.129 -0.482 2.301
H -2.128 -0.043 2.558
H 0.631 2.166 3.163
N 3.647 -1.349 3.728
C 4.063 -0.660 2.494
C 3.268 -1.206 1.321
N 3.495 -2.645 1.219
C 3.027 -3.310 2.429
C 3.830 -2.805 3.614
H 2.150 -1.032 4.138
H 4.194 -0.999 4.507
H 5.132 -0.813 2.307
H 3.869 0.406 2.617
H 3.604 -0.723 0.402
H 2.207 -0.964 1.472
H 2.993 -3.012 0.419
H 3.167 -4.387 2.326
H 1.960 -3.119 2.623
H 4.886 -3.058 3.466
H 3.481 -3.270 4.536
```

Its total charge is 0. The value obtained for the energy relative to the best compared isomer or geometry (same formula, charge and spin) is 20.2 kJ/mol. For the HOMO energy, the calculation gives -9.01 eV. The LUMO energy is -0.0059 Eh.

---

No. 7
The following is a DFT calculation (ωB97M-V with the def2-TZVPD basis set) of a structure of composition C20H28IrN2Si.

The geometry in XYZ format:
```
52
C20H28IrN2Si (ωB97M-V with the def2-TZVPD basis set)
C -0.695 0.533 2.123
C 0.330 -0.442 2.229
C 1.519 0.117 1.716
H 0.220 -1.437 2.629
C 1.238 1.432 1.284
C -0.135 1.688 1.537
H -0.658 2.605 1.324
H -1.719 0.413 2.435
H 2.466 -0.387 1.625
H 1.940 2.114 0.833
Ir 0.000 0.000 0.000
C 1.477 -0.929 -1.262
H 2.344 -0.264 -1.349
H 1.203 -1.210 -2.286
H 1.837 -1.847 -0.785
Si 4.051 -3.298 -3.822
C 3.775 -4.975 -3.039
C 3.865 -5.140 -1.654
H 4.124 -4.296 -1.026
C 3.642 -6.376 -1.066
H 3.718 -6.485 0.008
C 3.325 -7.474 -1.855
H 3.153 -8.439 -1.397
C 3.235 -7.330 -3.232
H 2.993 -8.184 -3.852
C 3.459 -6.091 -3.816
H 3.393 -5.996 -4.893
C 5.494 -2.420 -3.016
C 6.668 -3.113 -2.704
H 6.736 -4.175 -2.907
C 7.747 -2.464 -2.124
H 8.647 -3.017 -1.889
C 7.672 -1.107 -1.842
H 8.514 -0.600 -1.388
C 6.514 -0.403 -2.140
H 6.449 0.654 -1.917
C 5.436 -1.056 -2.720
H 4.535 -0.496 -2.940
H 2.855 -2.423 -3.682
H 4.280 -3.510 -5.277
N -0.753 1.548 -1.183
C -2.191 1.531 -0.969
C -2.659 0.136 -1.297
N -1.826 -0.837 -0.586
H -0.344 2.478 -0.941
H -0.536 1.344 -2.186
H -2.422 1.747 0.093
H -2.703 2.283 -1.608
H -3.739 -0.012 -1.077
H -2.516 -0.002 -2.394
H -1.641 -1.637 -1.234
H -2.306 -1.198 0.270
```

Its total charge is +2. The value obtained for the energy relative to the best compared isomer or geometry (same formula, charge and spin) is 0.0 kJ/mol. Its spin multiplicity is 6. For the HOMO energy (alpha / beta), the calculation gives -10.79 / -14.05 eV. Its expectation value of S² is 8.77. The LUMO energy (alpha / beta) is -0.2099 / -0.3770 Eh.

---

No. 8
The following is a DFT calculation (ωB97M-V with the def2-TZVPD basis set) of a structure of composition C20H28LiN4O2S2.

The geometry in XYZ format:
```
57
C20H28LiN4O2S2 (ωB97M-V with the def2-TZVPD basis set)
Li 0.207 0.306 -0.445
C -2.234 -3.187 -1.137
S -0.717 -2.228 -1.342
O -0.828 -1.107 -0.341
C 0.449 -3.382 -0.607
C 1.245 -4.167 -1.429
C 2.197 -4.994 -0.851
C 2.344 -5.028 0.529
C 1.536 -4.242 1.341
C 0.586 -3.407 0.772
H -2.294 -3.575 -0.123
H -2.217 -3.992 -1.871
H -3.059 -2.508 -1.343
H 1.129 -4.130 -2.506
H 2.831 -5.606 -1.478
H 3.095 -5.669 0.971
H 1.648 -4.276 2.416
H -0.039 -2.770 1.385
C -2.468 3.526 -1.456
S -2.139 1.854 -0.846
O -0.662 1.672 -1.079
C -2.298 2.198 0.911
C -3.443 1.820 1.593
C -3.541 2.092 2.950
C -2.498 2.724 3.610
C -1.349 3.089 2.918
C -1.245 2.825 1.563
H -1.845 4.235 -0.915
H -3.524 3.750 -1.311
H -2.226 3.532 -2.518
H -4.253 1.318 1.076
H -4.429 1.803 3.496
H -2.577 2.933 4.668
H -0.537 3.583 3.435
H -0.357 3.099 1.005
C 2.249 -0.235 -1.977
N 3.596 -0.325 -2.509
C 4.392 -1.167 -1.610
N 4.429 -0.622 -0.251
C 3.069 -0.530 0.253
N 2.210 0.329 -0.601
C 2.850 1.668 -0.665
N 4.206 1.605 -1.179
C 4.177 1.022 -2.521
C 4.997 0.729 -0.312
H 1.823 -1.241 -1.957
H 1.643 0.397 -2.634
H 5.410 -1.231 -1.995
H 3.961 -2.171 -1.581
H 3.091 -0.110 1.261
H 2.637 -1.531 0.298
H 2.869 2.094 0.341
H 2.246 2.313 -1.308
H 5.196 0.967 -2.907
H 3.582 1.659 -3.179
H 5.026 1.149 0.696
H 6.015 0.669 -0.698
```

Its total charge is +1. For the HOMO energy, the calculation gives -11.24 eV. The LUMO energy is -0.0762 Eh.

---

Number 1: energy -2005.62427 hartree. Number 2: energy -3059.84210 hartree. Number 3: energy -2257.26027 hartree. Number 4: energy -3262.57724 hartree. Number 5: energy -1822.81295 hartree. Number 6: energy -2392.15601 hartree. Number 7: energy -1281.37324 hartree. Number 8: energy -1952.14973 hartree.